Computed, not measured: a 10-piece molecular cluster, H18NO12 overall at a distorted geometry, with wB97M-V/def2-TZVPD.

Calculated values
gap between HOMO and LUMO = 10.218 eV
net charge = -1
molecular weight = 224.139 u
DFT total energy = -968.2983 hartree

Geometry (Å):
N: -0.25526 0.31923 -0.34591
O: 0.20494 0.60237 -1.51369
O: -0.84521 -0.74971 -0.35923
O: -0.50391 1.22760 0.50353
O: -2.91796 0.89863 -1.46120
H: -3.24710 0.14279 -2.10575
H: -2.17950 0.64159 -1.10863
O: 0.55628 0.11652 3.29280
H: -0.42907 0.43238 2.94817
H: 0.63691 -0.44288 4.14505
O: -1.48958 -2.68867 1.72363
H: -0.60189 -2.44289 1.94457
H: -1.32593 -2.08889 0.93818
O: 2.13633 -1.19277 1.25485
H: 1.91205 -2.24367 1.30549
H: 1.37549 -0.91228 1.75938
O: 3.05526 -0.24255 -1.88361
H: 2.98659 0.69671 -1.52246
H: 2.22018 -0.55328 -1.46775
O: 0.50149 1.90442 -3.73487
H: 0.27744 2.78157 -3.72464
H: 0.36266 1.33998 -2.95509
O: -0.29524 -2.11844 -3.07753
H: -0.21182 -2.02431 -2.11557
H: 0.27309 -1.54493 -3.40612
O: 1.50469 2.71259 1.36168
H: 1.12213 3.22081 1.97683
H: 1.06676 2.26471 0.72569
O: -2.03139 0.18360 2.62227
H: -2.08845 -0.76525 2.63581
H: -1.76997 0.52499 1.64411


Computed, not measured: a 10-piece molecular cluster, H18NO12 overall at a distorted geometry, with wB97M-V/def2-TZVPD.

Calculated values
gap between HOMO and LUMO (spin up / spin down) = 9.082 / 4.660 eV
molecular weight = 224.139 u
2S+1 = 2
DFT total energy = -968.1540 hartree

Geometry (Å):
N: -0.07560 -0.23531 -0.33265
O: -0.78222 -0.79422 0.48074
O: 0.96078 -0.75765 -0.79183
O: -0.38581 0.86637 -0.75049
O: 0.32616 2.81831 -2.76823
H: -0.04068 2.39891 -1.98992
H: -0.21024 3.60098 -2.89445
O: 2.79155 -2.22022 0.71120
H: 2.43217 -2.92419 1.25112
H: 2.05252 -1.92425 0.17973
O: 0.50863 -0.99943 3.59628
H: 1.37432 -0.86927 3.98340
H: 0.65570 -1.62030 2.88275
O: -1.15774 -3.19624 1.72043
H: -0.24824 -3.37214 1.96146
H: -1.11806 -2.38995 1.20608
O: -3.27054 -1.08223 -0.60826
H: -3.54906 -1.95054 -0.31723
H: -2.49692 -0.88841 -0.07896
O: -0.59163 -1.62494 -3.36227
H: -0.00721 -1.42946 -2.62982
H: -1.47193 -1.54252 -2.99551
O: 3.05018 2.35823 -0.67472
H: 2.55803 3.17916 -0.68444
H: 2.52567 1.75769 -1.20432
O: -2.90250 1.73613 -0.09686
H: -2.92384 2.41178 0.58084
H: -1.97178 1.55038 -0.22133
O: 1.26537 2.56377 1.62285
H: 2.03730 2.60565 1.05839
H: 0.66576 1.97383 1.16605